--- a ---
Below is one molecule with the formula CH2O2, with properties calculated with ωB97M-V/def2-TZVPD.

Its molar mass is 46.03 g/mol. The value obtained for the lowest unoccupied orbital energy is 1.095 eV. The calculation puts the gap between HOMO and LUMO at 0.4150 hartree. The highest occupied orbital energy comes out at -10.2 eV.

Structure (ORCA input):
```
! RIJCOSX wB97M-V def2-TZVPD def2/J DEFGRID3
* xyz 0 1
C -0.185 -0.151 -0.160
O 0.913 0.642 -0.109
O 0.314 0.242 1.067
H -0.987 0.420 -0.578
H -0.055 -1.153 -0.220
*
```


--- b ---
Below is one molecule with the formula CH2O2, with properties calculated with ωB97M-V/def2-TZVPD.

Its molar mass is 46.02 g/mol. The value obtained for the lowest unoccupied orbital energy is 0.470 eV. The calculation puts the gap between HOMO and LUMO at 0.4101 hartree. The highest occupied orbital energy comes out at -10.7 eV.

Structure (ORCA input):
```
! RIJCOSX wB97M-V def2-TZVPD def2/J DEFGRID3
* xyz 0 1
C 0.332 -0.104 -0.060
H -1.278 0.242 0.154
H 0.346 1.067 -0.056
O -0.851 -0.649 -0.035
O 1.451 -0.556 -0.004
*
```


b wins, 3.637 eV ahead of the next structure.


--- a ---
Below is one molecule with the formula C3H4FNS, with properties calculated with ωB97M-V/def2-TZVPD.

Its molar mass is 105.14 g/mol. The value obtained for the lowest unoccupied orbital energy is -0.116 eV. The calculation puts the gap between HOMO and LUMO at 0.3113 hartree. The highest occupied orbital energy comes out at -8.6 eV.

Structure (ORCA input):
```
! RIJCOSX wB97M-V def2-TZVPD def2/J DEFGRID3
* xyz 0 1
C -0.551 0.046 0.897
C -0.735 0.026 -0.593
C 0.353 -0.084 -1.403
H 1.321 -0.049 0.538
H 0.945 -0.082 2.299
H -1.782 0.086 -0.927
H 1.422 0.028 -1.144
N 0.711 -0.080 1.303
F 0.239 -0.215 -2.743
S -1.923 0.323 1.773
*
```


--- b ---
Below is C3H4FNS as an isolated structure, with properties calculated with ωB97M-V/def2-TZVPD.

Its molar mass is 105.14 g/mol. The value obtained for the lowest unoccupied orbital energy is 0.279 eV. The calculation puts the gap between HOMO and LUMO at 0.3251 hartree. The highest occupied orbital energy comes out at -8.6 eV.

Structure (ORCA input):
```
! RIJCOSX wB97M-V def2-TZVPD def2/J DEFGRID3
* xyz 0 1
C 0.881 -0.646 1.395
C -0.232 -0.143 0.793
C -0.807 0.712 -1.451
H 1.340 -0.717 2.661
H -1.268 -0.132 1.259
H 0.900 0.033 -0.914
H -0.419 0.918 -2.437
N 0.020 0.205 -0.565
F 1.935 -0.969 0.478
S -2.349 0.740 -1.218
*
```


a wins, 1.666 eV ahead of the next structure.


--- a ---
Below is a 2-piece molecular cluster, C7H13NO2 overall, with properties calculated with ωB97M-V/def2-TZVPD.

Its molar mass is 143.19 g/mol. The value obtained for the lowest unoccupied orbital energy (alpha / beta) is -0.093 / 0.277 eV. The calculation puts the gap between HOMO and LUMO (alpha / beta) at 0.2854 / 0.3172 hartree. The highest occupied orbital energy (alpha / beta) comes out at -7.9 / -8.4 eV.

Structure (ORCA input):
```
! RIJCOSX wB97M-V def2-TZVPD def2/J DEFGRID3
* xyz 0 1
C 0.767 -0.899 0.502
C -0.448 -0.333 1.170
C 0.584 -2.400 0.205
C 2.010 -0.658 1.357
C -0.519 2.490 0.008
C -1.638 0.360 -0.698
N -0.012 2.827 -1.212
C -2.109 -0.141 -1.816
O -1.561 -0.142 0.521
O -1.292 3.169 0.635
H 0.865 -0.381 -0.462
H 0.460 2.136 -1.768
H -0.487 3.578 -1.701
H -0.577 -0.392 2.243
H 0.007 1.595 0.500
H -0.291 -2.568 -0.421
H 0.458 -2.962 1.130
H 1.454 -2.790 -0.316
H 2.904 -1.009 0.838
H 1.933 -1.201 2.301
H 2.131 0.401 1.589
H -2.131 0.466 -2.707
H -2.510 -1.147 -1.898
*
```


--- b ---
Below is C7H13NO2 as an isolated structure, with properties calculated with ωB97M-V/def2-TZVPD.

Its molar mass is 143.19 g/mol. The value obtained for the lowest unoccupied orbital energy (alpha / beta) is -1.242 / -1.804 eV. The calculation puts the gap between HOMO and LUMO (alpha / beta) at 0.2720 / 0.2341 hartree. The highest occupied orbital energy (alpha / beta) comes out at -8.6 / -8.2 eV.

Structure (ORCA input):
```
! RIJCOSX wB97M-V def2-TZVPD def2/J DEFGRID3
* xyz 0 1
C 0.483 -0.907 0.670
C -0.793 -0.154 -1.575
C 1.441 -1.826 -0.097
C 1.016 0.476 0.790
C -0.972 -0.834 -0.129
N 0.250 -1.459 2.007
C -0.958 1.874 -0.171
C -0.663 3.004 -0.759
O -1.026 -1.556 -1.348
O -1.971 -0.702 0.604
H -0.545 -0.978 2.418
H -0.051 -2.424 1.913
H -1.625 0.338 -2.064
H 0.196 0.090 -1.957
H -1.826 1.436 0.315
H 0.987 -2.807 -0.240
H 2.366 -1.939 0.470
H 1.677 -1.429 -1.083
H 1.217 0.825 1.799
H 1.790 0.756 0.079
H 0.115 1.219 0.390
H 0.313 3.218 -1.182
H -1.422 3.778 -0.850
*
```


a wins, 2.275 eV ahead of the next structure.


--- a ---
Below is C3H4N2S2 as an isolated structure, with properties calculated with ωB97M-V/def2-TZVPD.

Its molar mass is 132.21 g/mol. The value obtained for the lowest unoccupied orbital energy is -0.302 eV. The calculation puts the gap between HOMO and LUMO at 0.3364 hartree. The highest occupied orbital energy comes out at -9.5 eV.

Structure (ORCA input):
```
! RIJCOSX wB97M-V def2-TZVPD def2/J DEFGRID3
* xyz 0 1
C -1.297 0.839 0.565
C 1.721 0.337 -0.788
C -1.950 -0.408 0.295
N -0.816 1.852 0.792
N 1.349 -0.732 -0.181
S 3.433 0.516 -0.502
S 2.822 -1.227 0.499
H 1.100 0.993 -1.366
H -3.008 -0.304 0.550
H -1.507 -1.201 0.896
H -1.848 -0.664 -0.760
*
```


--- b ---
Below is C3H4N2S2 as an isolated structure, with properties calculated with ωB97M-V/def2-TZVPD.

Its molar mass is 132.21 g/mol. The value obtained for the lowest unoccupied orbital energy is -0.688 eV. The calculation puts the gap between HOMO and LUMO at 0.2987 hartree. The highest occupied orbital energy comes out at -8.8 eV.

Structure (ORCA input):
```
! RIJCOSX wB97M-V def2-TZVPD def2/J DEFGRID3
* xyz 0 1
C -1.513 -1.081 0.303
C 0.895 0.362 -0.104
C 1.626 -0.697 0.804
H -2.020 -0.757 1.484
H -0.743 -1.910 0.672
H -2.357 -1.403 -0.313
H -0.141 3.027 -1.354
N 1.569 1.375 -0.536
N 1.841 -1.556 1.553
S -0.691 0.152 -0.897
S 1.531 2.489 -1.612
*
```


--- c ---
Below is one molecule with the formula C3H4N2S2, with properties calculated with ωB97M-V/def2-TZVPD.

Its molar mass is 132.21 g/mol. The value obtained for the lowest unoccupied orbital energy is -0.868 eV. The calculation puts the gap between HOMO and LUMO at 0.2923 hartree. The highest occupied orbital energy comes out at -8.8 eV.

Structure (ORCA input):
```
! RIJCOSX wB97M-V def2-TZVPD def2/J DEFGRID3
* xyz 0 1
C -1.848 -0.692 0.270
C -0.079 0.849 -0.218
C 2.349 0.752 0.407
H -1.875 -1.777 0.485
H 0.035 -0.953 0.511
H -0.652 1.544 -1.037
H 2.869 1.146 1.233
N -0.579 -0.228 0.315
N 1.131 1.209 -0.054
S -3.300 -0.014 -0.123
S 2.877 -0.754 -0.238
*
```


--- d ---
Below is one molecule with the formula C3H4N2S2, with properties calculated with ωB97M-V/def2-TZVPD.

Its molar mass is 132.21 g/mol. The value obtained for the lowest unoccupied orbital energy is -0.056 eV. The calculation puts the gap between HOMO and LUMO at 0.3333 hartree. The highest occupied orbital energy comes out at -9.1 eV.

Structure (ORCA input):
```
! RIJCOSX wB97M-V def2-TZVPD def2/J DEFGRID3
* xyz 0 1
C 1.016 -0.216 0.023
C 0.243 0.859 0.759
C -0.767 1.490 -0.123
H -1.896 -0.819 -0.692
H 0.757 -1.857 -1.134
H 0.906 1.582 1.159
H -0.338 0.319 1.505
N 0.337 -1.317 -0.376
N -1.615 1.905 -0.796
S -1.248 -1.750 -0.011
S 2.604 -0.197 -0.313
*
```


d wins, 0.519 eV ahead of the next structure.